[1]
Density functional theory data (ωB97M-V with the def2-TZVPD basis set) for a molecular structure, C2H13N2O3SZr in a non-equilibrium geometry.

ΔE to the lowest compared entry with this formula, charge and spin = 0.000 eV
Kohn-Sham gap = 0.2524 hartree
E_LUMO = -4.33 eV
Net charge = +1
E_HOMO = -11.194 eV

Structure (XYZ):
```
22
C2H13N2O3SZr | the OMol25 dataset | ωB97M-V with the def2-TZVPD basis set
Zr -0.03 0.23 -0.63
S -1.56 -0.60 1.83
O -1.01 0.74 1.18
O -0.31 -1.53 -0.75
O -2.87 -0.39 2.45
N 1.99 0.24 0.60
N 1.47 -0.29 -2.43
C -1.77 1.09 -2.08
C -0.35 -0.74 3.25
H -1.71 1.12 -3.17
H 2.85 0.26 0.04
H 2.31 0.24 -2.68
H -0.96 1.79 -1.67
H 0.22 -1.68 3.15
H -0.96 -0.77 4.16
H 0.32 0.14 3.23
H -2.74 1.45 -1.72
H -1.71 -0.01 -1.79
H 0.94 -0.45 -3.29
H 2.04 -0.61 1.17
H 2.07 1.02 1.27
H 1.76 -1.23 -2.12
```

---

[2]
Density functional theory data (ωB97M-V with the def2-TZVPD basis set) for 4 unconnected molecules or ions with the total composition C2H13N2O4 in a non-equilibrium geometry.

ΔE to the lowest compared entry with this formula, charge and spin = 0.865 eV
Kohn-Sham gap = 0.4116 hartree
E_LUMO = -2.76 eV
Net charge = +1
E_HOMO = -13.956 eV

Structure (XYZ):
```
21
C2H13N2O4 | the OMol25 dataset | ωB97M-V with the def2-TZVPD basis set
O 0.05 -2.68 1.55
O -0.33 0.49 3.44
O -1.59 2.35 -1.55
O 2.10 -0.49 -0.72
N 1.31 -0.23 -2.79
N -0.17 -0.26 0.53
C -0.08 0.41 -0.83
C 1.19 -0.13 -1.45
H -0.31 -1.31 0.56
H 0.63 0.18 -3.39
H 0.01 1.40 -0.41
H -0.82 0.21 1.14
H -1.04 0.23 -1.31
H -1.18 3.12 -1.96
H -0.69 -3.19 1.88
H 0.84 -3.19 1.38
H -0.70 1.20 3.97
H -2.53 2.55 -1.65
H 2.07 -0.72 -3.23
H 0.70 -0.41 1.06
H 0.56 0.50 3.81
```

---

[3]
Density functional theory data (ωB97M-V with the def2-TZVPD basis set) for 4 unconnected molecules or ions with the total composition C2H13NO3S in a non-equilibrium geometry.

ΔE to the lowest compared entry with this formula, charge and spin = 1.761 eV
Kohn-Sham gap = 0.3521 hartree
SMILES = NCCS.O.O.O
E_LUMO = 0.56 eV
E_HOMO = -9.026 eV

Structure (XYZ):
```
20
C2H13NO3S | the OMol25 dataset | ωB97M-V with the def2-TZVPD basis set
S -1.18 1.10 -1.97
O -2.04 2.96 1.96
O 4.77 -1.94 -0.97
O -4.77 -0.75 3.33
N 1.63 -0.26 -1.91
C 0.81 -0.85 -0.81
C -0.20 0.26 -0.45
H -1.43 2.46 1.38
H 5.20 -1.49 -0.25
H -5.59 -0.33 2.94
H 1.48 -0.85 0.05
H 1.48 -0.74 -2.81
H -1.02 -0.39 0.03
H -0.18 1.00 -2.89
H 2.64 -0.42 -1.75
H 0.28 1.02 0.28
H -4.43 -0.09 3.94
H -2.36 3.74 1.56
H 4.24 -2.58 -0.57
H 0.68 -1.86 -1.07
```

---

[4]
Density functional theory data (ωB97M-V with the def2-TZVPD basis set) for 5 unconnected molecules or ions with the total composition C2H13NO4 in a non-equilibrium geometry.

ΔE to the lowest compared entry with this formula, charge and spin = 1.132 eV
Kohn-Sham gap = 0.3978 hartree
SMILES = C=NC.O.O.O.O
E_LUMO = 0.75 eV
E_HOMO = -10.070 eV

Structure (XYZ):
```
20
C2H13NO4 | the OMol25 dataset | ωB97M-V with the def2-TZVPD basis set
O 0.76 1.54 2.21
O 0.81 -3.22 -0.43
O -0.07 -0.96 1.90
O 0.41 2.72 -0.30
N -0.37 -0.74 -1.20
C -1.51 0.17 -1.35
C 0.79 -0.21 -1.30
H -0.96 -1.19 2.12
H -2.20 -0.08 -2.14
H 0.86 -4.04 -0.90
H -0.04 3.56 -0.20
H -1.16 1.20 -1.31
H 1.35 1.73 2.94
H 0.30 2.28 0.56
H 0.86 0.87 -1.45
H 0.15 -2.67 -0.93
H -2.07 -0.04 -0.42
H 0.44 0.64 2.36
H 0.05 -0.70 0.99
H 1.62 -0.88 -1.14
```

---

[5]
Density functional theory data (ωB97M-V with the def2-TZVPD basis set) for 4 unconnected molecules or ions with the total composition C2H13NO4 in a non-equilibrium geometry.

ΔE to the lowest compared entry with this formula, charge and spin = 0.967 eV
Kohn-Sham gap = 0.3481 hartree
SMILES = CNCO.O.O.O
E_LUMO = 0.50 eV
E_HOMO = -8.969 eV

Structure (XYZ):
```
20
C2H13NO4 | the OMol25 dataset | ωB97M-V with the def2-TZVPD basis set
O 0.84 0.02 2.60
O 0.93 -1.80 0.63
O -1.06 2.17 1.52
O -1.25 -1.53 -1.40
N -0.49 0.78 -1.44
C 0.90 0.52 -1.14
C -1.40 -0.18 -0.89
H 1.45 -2.58 0.86
H 1.02 -0.51 1.80
H 1.04 0.48 -0.07
H -0.97 -1.61 -2.35
H 1.58 -0.03 3.21
H 1.51 1.34 -1.57
H 1.32 -0.38 -1.58
H -1.36 -0.13 0.20
H -0.71 1.00 -2.42
H -2.42 0.10 -1.20
H 0.07 -2.09 0.29
H -0.43 1.49 1.77
H -0.59 2.93 1.18
```

---

[6]
Density functional theory data (ωB97M-V with the def2-TZVPD basis set) for 5 unconnected molecules or ions with the total composition C2H13NO4 in a non-equilibrium geometry.

ΔE to the lowest compared entry with this formula, charge and spin = 1.582 eV
Kohn-Sham gap = 0.3258 hartree
SMILES = C=CN.O.O.O.O
E_LUMO = 0.69 eV
E_HOMO = -8.173 eV

Structure (XYZ):
```
20
C2H13NO4 | the OMol25 dataset | ωB97M-V with the def2-TZVPD basis set
O 0.18 -3.25 0.73
O 3.11 -3.55 0.49
O -5.13 4.02 2.28
O 2.29 -1.06 -1.64
N 0.51 2.05 -1.80
C -0.50 1.57 -0.92
C -0.17 1.17 0.32
H 0.12 2.29 -2.70
H 3.70 -4.07 -0.07
H 2.26 -3.98 0.37
H 2.75 -1.89 -1.51
H 1.15 1.29 -1.92
H 3.00 -0.47 -1.32
H -0.40 -4.01 0.82
H -5.12 4.96 2.50
H -0.31 -2.47 0.98
H -5.74 3.62 2.88
H 0.80 1.26 0.77
H -1.53 1.77 -1.14
H -0.98 0.74 0.89
```

---

[7]
Density functional theory data (ωB97M-V with the def2-TZVPD basis set) for 5 unconnected molecules or ions with the total composition C2H13NO4 in a non-equilibrium geometry.

ΔE to the lowest compared entry with this formula, charge and spin = 2.124 eV
Kohn-Sham gap = 0.3425 hartree
SMILES = C=CN.O.O.O.O
E_LUMO = 0.52 eV
E_HOMO = -8.802 eV

Structure (XYZ):
```
20
C2H13NO4 | the OMol25 dataset | ωB97M-V with the def2-TZVPD basis set
O 0.19 3.39 -2.16
O 0.77 0.13 -3.32
O 4.22 -4.49 1.34
O -1.59 0.61 6.53
N -1.95 -0.40 -2.00
C -1.50 -0.41 -0.65
C -1.16 0.71 -0.02
H 0.33 3.05 -1.26
H -1.23 1.72 -0.38
H 5.16 -4.52 1.13
H -0.76 3.52 -2.13
H -0.60 0.58 0.91
H 4.31 -3.66 1.83
H -1.35 0.18 -2.57
H 1.30 0.64 -2.72
H -1.27 -1.39 -0.24
H -2.90 -0.50 -2.34
H -1.08 1.14 5.92
H 1.29 -0.62 -3.67
H -2.18 0.32 5.83
```

---

[8]
Density functional theory data (ωB97M-V with the def2-TZVPD basis set) for 5 unconnected molecules or ions with the total composition C2H13NO5 in a non-equilibrium geometry.

ΔE to the lowest compared entry with this formula, charge and spin = 1.273 eV
Kohn-Sham gap (spin up / spin down) = 0.0918 / 0.3673 hartree
E_LUMO (spin up / spin down) = 3.13 / 3.09 eV
Net charge = -1
E_HOMO (spin up / spin down) = 0.631 / -6.908 eV
Multiplicity = 2
⟨S²⟩ = 0.7505

Structure (XYZ):
```
21
C2H13NO5 | the OMol25 dataset | ωB97M-V with the def2-TZVPD basis set
O -4.96 -1.77 0.82
O -1.26 0.41 2.27
O -1.65 1.34 -0.94
O -1.62 -1.40 -0.36
O 4.49 0.98 0.84
N 1.73 0.80 -0.04
C 4.20 0.27 -0.08
C 2.86 0.24 -0.77
H -0.36 0.24 1.98
H -2.46 1.58 -1.39
H 4.98 -0.35 -0.56
H -1.63 -2.28 -0.73
H 3.09 0.87 -1.64
H -5.06 -2.44 0.14
H 2.05 1.65 0.43
H 2.57 -0.72 -1.17
H -4.26 -1.19 0.48
H -1.32 -0.72 -0.98
H 1.57 0.15 0.73
H -1.74 0.28 1.44
H -1.21 2.05 -0.46
```

---

[9]
Density functional theory data (ωB97M-V with the def2-TZVPD basis set) for a molecular structure, C2H14BrN4O5Pt in a non-equilibrium geometry.

ΔE to the lowest compared entry with this formula, charge and spin = 0.918 eV
Kohn-Sham gap (spin up / spin down) = 0.2842 / 0.2841 hartree
E_LUMO (spin up / spin down) = -2.86 / -3.07 eV
Net charge = +1
E_HOMO (spin up / spin down) = -10.594 / -10.799 eV
Multiplicity = 3
⟨S²⟩ = 2.0043

Structure (XYZ):
```
27
C2H14BrN4O5Pt | the OMol25 dataset | ωB97M-V with the def2-TZVPD basis set
Pt -0.11 0.70 -1.38
Br -0.16 2.80 -3.01
O 1.78 -0.24 -1.66
O -2.21 1.12 -0.73
O -0.79 -0.76 -2.99
O 0.34 2.03 0.28
O -0.39 -1.07 0.10
N 1.44 3.23 1.85
N -1.39 -3.06 0.43
N 0.61 1.21 2.40
N 0.74 -2.78 1.14
C 0.77 2.14 1.44
C -0.32 -2.23 0.51
H 2.05 -0.71 -2.46
H -2.28 1.88 -0.14
H -0.17 0.63 2.14
H 0.96 1.33 3.33
H -1.41 -3.98 0.83
H 2.58 -0.15 -1.14
H 0.64 -3.71 1.50
H -2.26 -2.65 0.15
H -0.22 -0.93 -3.75
H -3.12 0.85 -0.91
H 1.49 -2.20 1.47
H 1.51 3.96 1.15
H -1.68 -0.91 -3.31
H 1.59 3.53 2.79
```

---

[10]
Density functional theory data (ωB97M-V with the def2-TZVPD basis set) for a molecular structure, C2H14HfO12 in a non-equilibrium geometry.

ΔE to the lowest compared entry with this formula, charge and spin = 0.000 eV
Kohn-Sham gap = 0.3388 hartree
E_LUMO = -8.02 eV
Net charge = +2
E_HOMO = -17.236 eV

Structure (XYZ):
```
29
C2H14HfO12 | the OMol25 dataset | ωB97M-V with the def2-TZVPD basis set
Hf 0.06 -0.72 1.68
O 1.54 1.75 -1.22
O 1.05 0.94 0.95
O 0.04 -0.02 -3.56
O -1.60 0.34 0.80
O 1.24 -0.39 3.35
O -0.38 0.87 3.11
O 0.54 -0.24 -0.51
O -2.02 -0.88 -1.85
O -0.78 -2.18 0.32
O -1.17 2.41 -1.92
O 2.02 -1.66 1.08
O 0.99 1.23 4.90
C 0.61 0.60 3.81
C 1.06 0.85 -0.31
H 0.61 -0.76 -3.54
H 2.08 -1.94 0.18
H -2.47 -1.54 -2.39
H -1.97 1.21 0.78
H -0.95 -1.97 -0.61
H -1.48 3.33 -2.04
H -0.29 2.50 -1.60
H -0.67 -3.12 0.45
H 1.49 1.55 -2.10
H -2.26 -0.13 0.24
H 2.52 -2.34 1.60
H -0.02 0.16 -4.54
H 1.55 0.67 5.41
H -1.35 -0.53 -2.46
```

---

[11]
Density functional theory data (ωB97M-V with the def2-TZVPD basis set) for 4 unconnected molecules or ions with the total composition C2H14N2O3 in a non-equilibrium geometry.

ΔE to the lowest compared entry with this formula, charge and spin = 2.909 eV
Kohn-Sham gap = 0.3058 hartree
SMILES = CNCN.O.O.O
E_LUMO = 0.31 eV
E_HOMO = -8.012 eV

Structure (XYZ):
```
21
C2H14N2O3 | the OMol25 dataset | ωB97M-V with the def2-TZVPD basis set
O 3.04 -1.61 -2.25
O 2.65 -0.83 0.62
O 5.09 0.48 -0.63
N -3.31 0.27 0.86
N -1.06 0.44 1.95
C -4.40 0.91 0.28
C -1.95 0.70 0.73
H 2.91 -1.38 -3.17
H -5.03 0.07 0.33
H -0.15 0.49 1.52
H 3.35 -1.20 0.07
H -1.89 1.66 0.34
H -3.41 -0.73 0.88
H -1.45 0.20 -0.02
H 1.92 -1.44 0.43
H 4.42 0.24 -1.36
H -3.92 1.34 -0.58
H -4.72 1.72 0.84
H 3.80 -2.13 -2.18
H -1.21 -0.55 2.31
H 5.31 1.34 -0.97
```

---

[12]
Density functional theory data (ωB97M-V with the def2-TZVPD basis set) for a molecular structure, C2H14N2O4 in a non-equilibrium geometry.

ΔE to the lowest compared entry with this formula, charge and spin = 9.116 eV
Kohn-Sham gap = 0.1492 hartree
E_LUMO = -5.32 eV
E_HOMO = -9.380 eV

Structure (XYZ):
```
22
C2H14N2O4 | the OMol25 dataset | ωB97M-V with the def2-TZVPD basis set
O 1.04 2.23 -0.66
O -3.14 -0.08 -0.35
O 1.37 1.38 1.62
O -1.65 -0.82 1.55
N 0.90 -1.13 0.23
N -0.36 -0.04 -1.64
C 0.00 -1.31 -0.94
C 2.30 -0.98 -0.18
H -4.00 0.08 -0.06
H 1.15 1.89 0.57
H -2.00 -0.33 2.26
H -1.35 0.01 -1.69
H 0.37 -2.02 -1.70
H 0.69 -0.30 0.83
H 0.16 0.81 -1.42
H 2.78 -0.85 0.74
H -2.60 -0.44 0.55
H 2.60 -1.85 -0.73
H -0.94 -1.67 -0.62
H 2.54 -0.12 -0.75
H 1.35 3.16 -0.90
H 0.74 1.95 2.25
```